(1)
ORCA calculation (wB97M-V/def2-TZVPD) on a molecular structure, C57H33Br3O8 in a non-equilibrium geometry.

The value obtained for the relative energy (zero: lowest compared OMol25 entry of this formula, charge and spin) is 166.04 kJ/mol. For the HOMO-LUMO gap, the calculation gives 0.2262 hartree. The value obtained for the LUMO energy is -1.807 eV. The largest force on an atom is 5.73 eV/Å. The highest occupied orbital energy is -7.96 eV.

```
101
Properties=species:S:1:pos:R:3:mulliken_charge:R:1
C -3.82 -8.83 -3.43 -0.99
C -4.83 -9.13 -2.53 -0.54
C -5.29 -8.22 -1.57 -0.51
C -4.82 -6.93 -1.58 0.00
C -3.78 -6.60 -2.48 1.06
C -3.27 -7.54 -3.34 -0.49
C -3.29 -5.19 -2.55 0.64
O -2.55 -4.80 -3.42 -0.69
C -3.82 -4.25 -1.52 -0.05
C -3.25 -2.99 -1.41 -0.75
C -3.51 -2.17 -0.32 -0.38
C -4.42 -2.62 0.60 -0.33
C -5.04 -3.86 0.58 -0.96
C -4.76 -4.65 -0.53 0.94
C -5.46 -5.94 -0.67 -0.07
O -6.44 -6.21 -0.01 -0.63
H -3.43 -9.59 -4.09 0.45
H -5.42 -10.03 -2.64 0.41
H -6.15 -8.54 -1.00 0.54
H -2.54 -7.28 -4.10 0.62
H -2.52 -2.68 -2.14 0.63
H -2.99 -1.22 -0.30 0.30
H -4.60 -1.93 1.43 0.34
H -5.69 -4.14 1.39 0.53
C -3.17 -7.31 -0.35 -0.44
C -2.27 -6.81 -1.27 -0.27
C -1.51 -5.69 -0.95 -1.14
C -1.69 -5.01 0.25 -0.08
C -2.60 -5.53 1.19 0.19
C -3.30 -6.69 0.87 -1.06
C -2.81 -4.82 2.50 0.80
O -3.65 -5.26 3.25 -0.70
C -1.88 -3.71 2.84 0.52
C -1.88 -3.19 4.13 -0.98
C -0.92 -2.26 4.49 -0.81
C -0.09 -1.71 3.52 -0.53
C -0.14 -2.12 2.19 -1.06
C -1.00 -3.15 1.88 0.56
C -0.93 -3.73 0.46 0.56
O -0.20 -3.28 -0.38 -0.72
H -3.64 -8.28 -0.51 0.89
H -2.14 -7.34 -2.21 0.74
H -0.62 -5.48 -1.54 0.58
H -4.01 -7.04 1.61 0.50
H -2.50 -3.64 4.90 0.49
H -0.86 -1.95 5.53 0.40
H 0.60 -0.92 3.79 0.46
H 0.42 -1.78 1.33 0.93
C 0.79 -1.68 -4.49 -0.91
C 0.07 -1.64 -3.29 -0.29
C 0.66 -1.17 -2.13 -0.06
C 2.02 -0.81 -2.23 0.42
C 2.74 -0.93 -3.42 0.32
C 2.15 -1.43 -4.57 -0.55
C 4.10 -0.32 -3.58 0.22
O 4.71 -0.35 -4.62 -0.62
C 4.41 0.69 -2.51 0.20
C 5.36 1.70 -2.71 -0.45
C 5.85 2.52 -1.67 -0.64
C 5.41 2.30 -0.38 -0.73
C 4.40 1.36 -0.23 -0.08
C 3.85 0.58 -1.23 0.31
C 2.66 -0.28 -0.99 0.26
O 2.19 -0.39 0.12 -0.57
H 0.20 -2.05 -5.32 0.40
H -0.98 -1.88 -3.25 0.48
H 0.18 -1.18 -1.16 0.18
H 2.64 -1.75 -5.47 0.46
H 5.63 1.87 -3.75 0.42
H 6.77 3.05 -1.87 0.36
H 5.80 2.80 0.49 0.43
H 3.92 1.32 0.75 0.46
C 4.87 12.67 2.08 -0.52
C 4.09 12.90 0.94 -0.49
C 3.01 12.06 0.75 -0.45
C 2.80 10.93 1.55 0.31
C 3.72 10.59 2.53 0.36
C 4.78 11.47 2.78 -0.68
C 3.67 9.29 3.28 0.42
O 4.47 8.97 4.12 -0.62
C 2.57 8.40 2.82 0.28
C 2.43 7.15 3.41 -0.92
C 1.68 6.16 2.80 -0.36
C 0.86 6.46 1.75 -0.06
C 0.76 7.79 1.30 -0.86
C 1.62 8.73 1.81 0.50
C 1.68 10.05 1.11 0.56
O 0.92 10.30 0.20 -0.64
H 5.72 13.33 2.20 0.33
H 4.27 13.77 0.32 0.38
H 2.36 12.36 -0.07 0.40
H 5.48 11.30 3.60 0.42
H 2.96 7.00 4.34 0.43
H 1.56 5.15 3.18 0.28
H 0.27 5.70 1.26 0.46
H 0.03 7.98 0.52 0.43
C 0.21 1.74 1.39 0.11
Br 1.16 3.08 0.34 -0.03
Br -1.49 1.05 0.63 0.04
Br -0.30 2.49 3.12 -0.07
H 0.80 0.85 1.55 0.04
```

=====

(2)
ORCA calculation (wB97M-V/def2-TZVPD) on a gas-phase ion, C8H17ClNO (charge +1) in a non-equilibrium geometry.

The net charge is +1. For the HOMO-LUMO gap (spin up / spin down), the calculation gives 0.2888 / 0.3003 hartree. Its multiplicity is 3. The value obtained for the LUMO energy (spin up / spin down) is -2.862 / -5.362 eV. The largest force on an atom is 4.09 eV/Å. As for the expectation value of S²: 2.0075. The highest occupied orbital energy (spin up / spin down) is -10.72 / -13.53 eV.

```
28
Properties=species:S:1:pos:R:3:mulliken_charge:R:1
C 0.53 -1.06 -0.06 -0.01
C -1.03 -0.74 0.47 0.20
C 0.86 -2.44 -0.58 -1.69
C -2.47 0.62 2.05 -1.31
C 2.40 -0.01 0.89 -0.94
C 1.93 0.24 -1.46 -0.99
C -1.69 1.68 -1.39 -0.69
C -1.60 0.65 0.75 0.49
N 1.34 0.10 -0.12 0.37
O -2.39 1.19 -0.27 -0.37
Cl -2.06 -2.01 0.49 -0.11
H 1.85 -2.66 -0.92 0.41
H 0.74 -3.24 0.16 0.46
H 0.19 -2.80 -1.34 0.44
H -2.61 -0.35 2.28 0.38
H -3.36 1.14 1.80 0.37
H -1.98 1.21 2.85 0.32
H 2.01 -0.19 1.87 0.34
H 2.99 -0.85 0.64 0.45
H 2.79 1.08 0.96 0.38
H 1.34 -0.16 -2.20 0.44
H 1.91 1.23 -1.71 0.51
H 2.93 -0.12 -1.52 0.32
H -0.74 2.11 -1.14 0.29
H -2.30 2.46 -1.71 0.37
H -1.64 0.81 -2.19 0.18
H -0.67 1.29 1.19 0.20
H 0.71 0.82 0.21 0.18
```

=====

(3)
ORCA calculation (wB97M-V/def2-TZVPD) on C21H24ClN3O6S in the gas phase in a non-equilibrium geometry.

Its SMILES is CC(=O)c1c(C)[nH]c(C(=O)OCC(=O)Nc2cc(S(=O)(=O)N3CCCC3)ccc2Cl)c1C. The value obtained for the relative energy (zero: lowest compared OMol25 entry of this formula, charge and spin) is 0.00 kJ/mol. For the HOMO-LUMO gap, the calculation gives 0.3157 hartree. The value obtained for the LUMO energy is 0.070 eV. The largest force on an atom is 1.08 eV/Å. The highest occupied orbital energy is -8.52 eV.

```
56
Properties=species:S:1:pos:R:3:mulliken_charge:R:1
C 4.11 0.35 -1.10 -1.23
C 2.96 0.27 -2.08 1.02
O 3.04 -0.40 -3.08 -0.63
C 1.74 1.02 -1.74 0.58
C 1.53 2.01 -0.77 0.16
N 0.25 2.39 -0.84 0.17
C -0.41 1.68 -1.82 -0.19
C 0.50 0.81 -2.40 0.87
C 0.23 -0.18 -3.47 -1.71
H 0.47 -1.17 -3.09 0.24
H -0.82 -0.14 -3.76 0.40
H 0.87 0.00 -4.32 0.36
C -1.83 1.82 -2.04 0.47
O -2.51 1.21 -2.82 -0.68
O -2.37 2.74 -1.18 -0.42
C -3.78 2.87 -1.27 -0.58
H -4.07 3.62 -0.54 0.42
C -4.54 1.57 -1.04 0.41
O -5.62 1.36 -1.53 -0.64
N -3.93 0.62 -0.25 -0.11
C -2.78 0.73 0.54 -0.47
C -1.69 -0.12 0.33 -0.38
C -0.57 -0.01 1.12 0.39
C -0.49 0.93 2.12 -0.53
C -1.56 1.77 2.36 -1.18
C -2.70 1.66 1.58 0.91
Cl -4.06 2.65 1.95 -0.21
H -1.53 2.50 3.15 0.49
H 0.42 0.99 2.71 0.58
S 0.82 -1.12 0.88 1.33
O 0.75 -1.69 -0.43 -0.68
O 2.02 -0.41 1.26 -0.95
N 0.48 -2.23 2.10 0.10
C 1.64 -2.80 2.78 -0.63
H 1.42 -2.82 3.85 0.42
H 2.49 -2.15 2.61 0.25
C 1.84 -4.22 2.22 -0.53
H 2.82 -4.34 1.76 0.31
H 1.75 -4.96 3.02 0.26
C 0.71 -4.40 1.20 -0.59
H 0.30 -5.40 1.19 0.51
H 1.06 -4.14 0.20 0.13
C -0.32 -3.35 1.64 -0.67
H -0.92 -3.70 2.47 0.47
H -0.97 -3.02 0.83 0.24
H -1.72 -0.85 -0.47 0.36
H -4.31 -0.31 -0.39 0.24
H -4.07 3.21 -2.27 0.37
H -0.20 3.09 -0.27 0.30
C 2.43 2.63 0.23 -1.65
H 2.75 1.88 0.95 0.23
H 1.91 3.42 0.76 0.35
H 3.32 3.06 -0.24 0.39
H 4.88 -0.35 -1.42 0.38
H 4.52 1.35 -1.08 0.36
H 3.75 0.08 -0.11 0.18
```

=====

(4)
ORCA calculation (wB97M-V/def2-TZVPD) on a molecular structure, C28H44BrN3OsP2 in a non-equilibrium geometry.

The value obtained for the relative energy (zero: lowest compared OMol25 entry of this formula, charge and spin) is 284.28 kJ/mol. The net charge is +4. For the HOMO-LUMO gap (spin up / spin down), the calculation gives 0.2163 / 0.1702 hartree. Its multiplicity is 5. The value obtained for the LUMO energy (spin up / spin down) is -12.795 / -14.117 eV. The largest force on an atom is 5.89 eV/Å. As for the expectation value of S²: 6.1447. The highest occupied orbital energy (spin up / spin down) is -18.68 / -18.75 eV.

```
79
Properties=species:S:1:pos:R:3:mulliken_charge:R:1
N -6.60 4.92 -4.79 -0.40
C -6.51 5.42 -3.55 -0.24
C -5.72 4.81 -2.56 -0.32
C -4.99 3.64 -2.88 0.49
C -5.13 3.13 -4.19 -0.24
C -5.92 3.82 -5.12 -0.27
C -4.08 3.00 -1.92 -0.06
Os -0.93 0.03 1.12 0.18
P 5.43 -0.91 0.64 0.34
C -3.16 2.06 -2.27 -0.77
C -1.94 1.79 -1.52 1.28
C -0.72 1.42 -2.18 -0.69
C 0.43 1.18 -1.45 -0.44
C 0.33 1.07 -0.01 0.15
C -0.75 1.89 0.64 -0.59
C -1.94 2.07 -0.15 -1.46
Br 1.98 1.08 1.12 0.05
H -4.16 3.43 -0.92 0.30
H -3.27 1.55 -3.23 0.46
H -5.68 5.26 -1.58 0.46
H -4.63 2.22 -4.53 0.39
H -7.08 6.33 -3.34 0.41
H -6.00 3.47 -6.16 0.40
H -0.73 1.49 -3.28 0.57
H -2.83 2.51 0.31 0.34
H 1.40 1.03 -1.91 0.50
H -0.40 2.75 1.21 0.81
P -0.70 -1.95 0.17 0.96
C 5.19 0.90 0.87 0.03
C 6.37 1.71 0.35 -1.41
H 5.04 1.08 1.95 0.55
H 4.27 1.16 0.32 -0.12
H 6.22 2.77 0.56 0.41
H 7.30 1.40 0.83 0.39
H 6.50 1.61 -0.73 0.35
C 4.57 -1.30 -0.93 0.40
C 5.40 -2.35 -1.68 -1.33
H 4.51 -0.36 -1.50 0.46
H 3.56 -1.67 -0.70 -0.38
H 5.04 -2.47 -2.70 0.39
H 6.46 -2.07 -1.72 0.41
H 5.35 -3.34 -1.20 0.35
C 4.36 -1.76 1.86 0.05
C 5.17 -2.00 3.14 -1.36
H 4.09 -2.73 1.41 0.36
H 3.47 -1.14 2.03 0.00
H 4.65 -2.66 3.83 0.38
H 6.14 -2.46 2.91 0.40
H 5.39 -1.07 3.68 0.36
C -0.14 -3.17 1.46 -0.62
C -1.08 -4.29 1.88 -1.43
H 0.16 -2.55 2.33 0.44
H 0.77 -3.60 1.03 0.47
H -1.99 -3.93 2.39 0.32
H -1.38 -4.93 1.04 0.39
H -0.55 -4.93 2.59 0.42
C 0.53 -2.18 -1.18 0.15
C -0.04 -2.13 -2.58 -1.57
H 0.96 -3.17 -0.96 0.70
H 1.33 -1.44 -1.02 -0.43
H -0.83 -2.87 -2.70 0.47
H -0.43 -1.14 -2.84 0.27
H 0.76 -2.37 -3.28 0.44
C -2.38 -2.38 -0.41 -0.84
C -3.35 -1.55 0.42 -0.68
H -2.54 -3.45 -0.28 0.49
H -2.47 -2.14 -1.49 0.49
H -4.01 -0.96 -0.23 0.27
H -3.93 -2.17 1.12 0.30
H -2.83 -0.80 1.08 0.08
N -1.69 -0.51 4.03 -0.02
C -1.54 -0.15 5.32 0.01
C -1.04 1.14 5.31 -0.90
C -0.86 1.50 3.97 -0.12
N -1.26 0.47 3.18 0.05
H -1.98 -1.42 3.69 0.14
H -1.74 -0.84 6.11 0.48
H -0.79 1.73 6.19 0.44
H -0.44 2.42 3.56 0.47
```